1.
{
  "formula": "C3H2O2",
  "method": "ωB97M-V/def2-TZVPD",
  "mol_weight_g_mol": 70.05,
  "homo_energy_ha": -0.34712,
  "lumo_ev": 0.95,
  "charge": 0,
  "species": ["C", "C", "C", "O", "O", "H", "H"],
  "xyz": [[0.75, -0.28, -0.50], [-2.44, -0.56, 0.50], [0.71, -1.52, -0.16], [0.78, -2.57, 0.29], [-3.17, -0.93, -0.30], [0.26, 0.51, 0.06], [1.50, 0.11, -1.16]],
  "nbo_charge": [-0.81, 0.50, 0.72, -0.45, -0.50, 0.27, 0.27]
}


2.
{
  "formula": "C3H2O2Tb",
  "method": "ωB97M-V/def2-TZVPD",
  "mol_weight_g_mol": 228.97,
  "s_squared": 13.030,
  "homo_energy_ha": [-0.94329, -0.83392],
  "lumo_ev": [-15.86, -18.19],
  "multiplicity": 7,
  "charge": 3,
  "species": ["O", "C", "C", "O", "C", "Tb", "H", "H"],
  "xyz": [[1.28, 0.00, -0.39], [-1.13, 1.71, 0.53], [0.16, -0.49, -0.25], [-1.31, 0.78, -0.56], [-0.89, 0.25, 0.71], [3.53, -0.41, -0.84], [-0.04, -1.54, -0.50], [-1.61, -0.31, 1.31]],
  "mulliken_charge": [-0.56, 0.37, 0.28, -0.01, 0.10, 1.92, 0.51, 0.39]
}


3.
{
  "formula": "C3H2O3",
  "method": "ωB97M-V/def2-TZVPD",
  "mol_weight_g_mol": 86.05,
  "homo_energy_ha": -0.35330,
  "lumo_ev": -0.49,
  "charge": 0,
  "species": ["O", "C", "C", "O", "C", "O", "H", "H"],
  "xyz": [[1.95, 1.36, -0.96], [1.51, 0.29, -0.63], [0.18, 0.15, 0.03], [-0.87, 0.04, -0.68], [-1.42, -0.33, 0.74], [-1.68, -1.46, 1.00], [2.09, -0.66, -0.68], [-1.75, 0.61, 1.18]],
  "nbo_charge": [-0.48, 0.31, 0.29, -0.43, 0.53, -0.54, 0.14, 0.18]
}


4.
{
  "formula": "C3H2O3",
  "method": "ωB97M-V/def2-TZVPD",
  "mol_weight_g_mol": 86.05,
  "homo_energy_ha": -0.36170,
  "lumo_ev": 0.67,
  "charge": 0,
  "species": ["C", "C", "C", "O", "O", "O", "H", "H"],
  "xyz": [[-1.06, 0.39, 1.82], [0.93, -0.20, -1.02], [-0.31, -0.23, -1.83], [0.08, 0.26, 2.01], [-2.17, 0.60, 1.70], [-0.44, -0.52, -0.61], [1.59, -1.06, -1.16], [1.38, 0.76, -0.91]],
  "nbo_charge": [1.03, -0.30, 0.31, -0.53, -0.50, -0.42, 0.20, 0.21]
}


5.
{
  "formula": "C3H2O3",
  "method": "ωB97M-V/def2-TZVPD",
  "mol_weight_g_mol": 86.05,
  "homo_energy_ha": -0.37645,
  "lumo_ev": 0.48,
  "charge": 0,
  "species": ["C", "C", "C", "O", "O", "O", "H", "H"],
  "xyz": [[-1.70, -1.04, -0.70], [1.27, 0.61, 0.47], [-0.13, 0.55, 0.87], [-2.34, -0.53, -1.49], [-1.11, -1.72, -0.03], [0.24, 1.28, -0.12], [1.98, 1.11, 1.13], [1.79, -0.26, -0.13]],
  "nbo_charge": [1.02, -0.27, 0.30, -0.51, -0.50, -0.42, 0.19, 0.19]
}


6.
{
  "formula": "C3H2O3",
  "method": "ωB97M-V/def2-TZVPD",
  "mol_weight_g_mol": 86.05,
  "homo_energy_ha": -0.37183,
  "lumo_ev": 0.47,
  "charge": 0,
  "species": ["O", "C", "O", "C", "C", "O", "H", "H"],
  "xyz": [[2.81, -0.12, 0.05], [1.81, -0.71, 0.07], [0.84, -1.36, 0.09], [-1.41, -0.17, 0.35], [-0.61, 0.77, -0.06], [0.22, 1.57, -0.28], [-1.72, -1.02, -0.26], [-1.96, 1.02, 0.05]],
  "nbo_charge": [-0.49, 1.03, -0.53, -0.54, 0.50, -0.52, 0.27, 0.27]
}


Respective energy relative to the best compared isomer or geometry (same formula, charge and spin) values: 0.186; 3.108; 4.041; 2.898; 3.223; 2.100 eV.
Respective largest force on an atom values: 0.0541; 0.1425; 0.0164; 0.0494; 0.1039; 0.0533 hartree/bohr.